1.
The following is a quantum chemistry calculation of a structure of composition C16H40CrN4P2, from the OMol25 dataset.

Results
Total charge: +3
HOMO level (alpha / beta): -19.6 / -19.3 eV
2S+1: 2
Gap between HOMO and LUMO (alpha / beta): 8.4 / 8.6 eV
⟨S²⟩: 0.7644

Geometry (Å):
Cr (0.025, -0.003, 0.069)
C (1.993, -3.053, -0.038)
C (0.529, -3.078, -0.453)
N (-0.364, -2.149, 0.309)
C (-0.401, -2.492, 1.760)
C (0.529, -1.578, 2.532)
N (0.123, -0.188, 2.229)
C (0.922, 0.829, 2.967)
C (2.144, 1.280, 2.179)
C (1.832, 2.355, 1.143)
N (1.053, 1.888, -0.051)
C (1.921, 1.781, -1.257)
C (2.788, 0.547, -1.142)
N (1.933, -0.641, -0.868)
C (2.774, -1.771, -0.381)
H (2.468, -3.894, -0.542)
H (2.078, -3.276, 1.023)
H (0.168, -4.098, -0.307)
H (0.426, -2.859, -1.517)
H (-1.291, -2.349, -0.060)
H (-0.143, -3.539, 1.923)
H (-1.419, -2.354, 2.129)
H (1.569, -1.705, 2.239)
H (0.452, -1.789, 3.601)
H (-0.829, -0.114, 2.583)
H (1.218, 0.415, 3.932)
H (0.285, 1.690, 3.171)
H (2.627, 0.413, 1.716)
H (2.869, 1.705, 2.873)
H (2.774, 2.785, 0.798)
H (1.282, 3.163, 1.626)
H (0.387, 2.627, -0.258)
H (2.545, 2.668, -1.373)
H (1.282, 1.709, -2.136)
H (3.506, 0.655, -0.329)
H (3.368, 0.419, -2.058)
H (1.574, -0.943, -1.771)
H (3.337, -1.430, 0.488)
H (3.512, -1.998, -1.153)
C (-2.020, 2.831, 1.522)
P (-2.049, 1.236, 0.639)
C (-3.296, 0.266, 1.555)
C (-2.878, 1.687, -0.931)
C (-2.844, 0.514, -1.903)
P (-1.109, -0.021, -2.217)
C (-1.351, -1.639, -3.027)
C (-0.630, 1.019, -3.645)
H (-3.053, 3.122, 1.717)
H (-1.565, 3.602, 0.900)
H (-1.496, 2.775, 2.475)
H (-4.251, 0.792, 1.503)
H (-3.034, 0.171, 2.611)
H (-3.427, -0.732, 1.135)
H (-2.355, 2.553, -1.348)
H (-3.903, 1.997, -0.720)
H (-3.301, 0.785, -2.856)
H (-3.400, -0.336, -1.499)
H (-2.023, -1.501, -3.875)
H (-1.802, -2.364, -2.349)
H (-0.411, -2.037, -3.414)
H (-1.386, 0.854, -4.413)
H (0.337, 0.714, -4.049)
H (-0.599, 2.082, -3.404)

2.
The following is a quantum chemistry calculation of a cluster of 6 separate species, C16H40F6N4O9P2 in total, from the OMol25 dataset.

Results
Total charge: -2
HOMO level: -1.6 eV
Gap between HOMO and LUMO: 2.8 eV

Geometry (Å):
N (-4.597, -1.454, 4.379)
H (-4.787, -0.547, 4.781)
H (-3.869, -1.916, 4.905)
H (-4.345, -1.363, 3.405)
H (-5.421, -2.038, 4.403)
N (-8.548, -3.169, 2.214)
O (-9.671, -2.631, 2.243)
O (-8.127, -3.605, 1.187)
O (-7.876, -3.184, 3.213)
N (-3.739, -4.916, 7.926)
O (-4.711, -5.616, 7.640)
O (-3.009, -5.038, 8.945)
O (-3.432, -3.949, 7.212)
N (-3.384, -2.881, 0.106)
O (-2.446, -3.208, 0.831)
O (-3.673, -1.675, 0.192)
O (-3.933, -3.600, -0.721)
C (1.013, 2.725, -6.577)
C (2.238, 2.311, -5.822)
C (2.038, 2.241, -4.298)
C (3.335, 1.665, -3.695)
P (2.926, 0.806, -2.226)
C (1.468, -0.274, -2.472)
C (1.547, -1.367, -3.609)
C (0.247, -2.300, -3.776)
C (-0.980, -1.351, -3.988)
C (4.326, 0.024, -1.542)
C (5.448, 0.877, -1.040)
C (6.473, 0.087, -0.353)
C (7.630, 0.925, 0.147)
C (2.399, 2.056, -0.913)
C (2.217, 1.487, 0.593)
C (0.691, 1.500, 0.893)
C (0.425, 0.798, 2.156)
H (1.303, 2.980, -7.596)
H (0.470, 3.592, -6.200)
H (0.289, 1.916, -6.480)
H (3.099, 2.955, -6.001)
H (2.631, 1.376, -6.222)
H (1.133, 1.738, -3.959)
H (1.832, 3.296, -4.113)
H (4.096, 2.442, -3.619)
H (3.822, 0.888, -4.284)
H (0.619, 0.409, -2.463)
H (1.205, -0.716, -1.510)
H (2.443, -1.987, -3.627)
H (1.692, -0.911, -4.588)
H (0.226, -3.013, -2.952)
H (0.435, -2.874, -4.684)
H (-0.789, -0.435, -4.546)
H (-1.424, -0.974, -3.067)
H (-1.849, -1.890, -4.366)
H (4.693, -0.483, -2.435)
H (3.992, -0.850, -0.982)
H (5.118, 1.646, -0.342)
H (5.915, 1.330, -1.915)
H (6.889, -0.769, -0.883)
H (5.969, -0.303, 0.531)
H (7.183, 1.758, 0.689)
H (8.114, 1.449, -0.677)
H (8.328, 0.366, 0.770)
H (1.474, 2.547, -1.214)
H (3.184, 2.796, -0.753)
H (2.620, 2.222, 1.291)
H (2.659, 0.505, 0.760)
H (0.103, 0.911, 0.189)
H (0.375, 2.536, 1.012)
H (0.535, -0.279, 2.029)
H (-0.587, 0.872, 2.554)
H (1.070, 1.108, 2.978)
P (-6.669, 1.765, 7.213)
F (-6.797, 1.521, 8.827)
F (-8.231, 2.362, 7.141)
F (-6.125, 3.255, 7.555)
F (-6.535, 2.085, 5.662)
F (-5.105, 1.192, 7.043)
F (-7.277, 0.244, 6.898)

3.
The following is a quantum chemistry calculation of a structure of composition C16H41AuN3O5PSi3, from the OMol25 dataset.

Results
Total charge: +2
HOMO level: -15.1 eV
Gap between HOMO and LUMO: 6.5 eV

Geometry (Å):
Au (0.290, -0.134, 0.054)
C (-1.512, 2.694, -0.795)
O (-0.345, 1.864, -0.973)
Si (1.070, 2.202, -1.814)
C (1.709, 3.897, -1.480)
C (0.784, 2.065, -3.634)
C (1.969, 0.724, -0.983)
Si (3.223, 1.174, 0.406)
C (4.604, 2.034, -0.508)
C (3.908, -0.290, 1.315)
C (2.387, 2.300, 1.651)
Si (2.383, -0.815, -2.061)
C (2.772, -2.319, -1.016)
C (3.823, -0.269, -3.114)
C (0.912, -1.263, -3.129)
H (-1.208, 3.731, -0.652)
H (-2.036, 2.360, 0.095)
H (-2.151, 2.617, -1.675)
H (0.926, 4.612, -1.752)
H (2.566, 4.113, -2.124)
H (1.995, 4.091, -0.448)
H (0.551, 3.060, -4.024)
H (-0.055, 1.405, -3.864)
H (1.659, 1.703, -4.180)
H (5.174, 1.332, -1.119)
H (5.277, 2.442, 0.253)
H (4.272, 2.859, -1.139)
H (4.491, -0.957, 0.677)
H (3.147, -0.881, 1.831)
H (4.587, 0.108, 2.076)
H (2.404, 3.345, 1.345)
H (2.932, 2.229, 2.598)
H (1.348, 2.025, 1.838)
H (3.847, -2.496, -0.935)
H (2.331, -3.196, -1.498)
H (2.379, -2.249, 0.004)
H (4.773, -0.445, -2.605)
H (3.785, 0.779, -3.417)
H (3.793, -0.885, -4.019)
H (-0.022, -1.374, -2.571)
H (1.127, -2.234, -3.588)
H (0.757, -0.543, -3.933)
N (-4.505, -1.437, 0.176)
C (-3.283, -1.531, 1.057)
P (-2.182, -2.710, 0.140)
O (-3.190, -3.504, -0.622)
O (-1.055, -2.003, -0.578)
C (-1.327, -3.770, 1.383)
N (0.121, -3.919, 1.008)
H (-4.492, -2.344, -0.365)
H (-4.438, -0.674, -0.495)
H (-5.373, -1.331, 0.698)
H (-3.603, -1.975, 1.999)
H (-2.849, -0.550, 1.247)
H (-1.811, -4.744, 1.365)
H (-1.376, -3.363, 2.392)
H (0.245, -3.797, 0.000)
H (0.493, -4.826, 1.287)
H (0.697, -3.178, 1.484)
O (-1.420, 1.503, 2.349)
C (-0.687, 0.699, 2.879)
C (-0.390, 0.551, 4.359)
C (0.515, -0.684, 4.441)
C (0.646, -1.141, 3.007)
O (1.205, -2.171, 2.630)
N (0.006, -0.279, 2.165)
H (-1.322, 0.450, 4.912)
H (0.088, 1.466, 4.710)
H (0.105, -1.493, 5.044)
H (1.509, -0.474, 4.839)

4.
The following is a quantum chemistry calculation of a cluster of 3 separate species, C16H41BIO4P2 in total, from the OMol25 dataset.

Results
Total charge: +1
HOMO level: -12.2 eV
Gap between HOMO and LUMO: 7.1 eV

Geometry (Å):
C (-1.075, -1.617, -3.192)
B (-0.331, -2.920, -2.453)
O (0.455, -2.661, -1.226)
P (-0.604, -4.643, -3.241)
C (0.651, -5.984, -2.720)
C (2.141, -5.431, -2.319)
C (3.114, -6.787, -2.216)
I (3.084, -4.164, -3.862)
P (-0.828, -4.576, -5.450)
O (-1.591, -3.272, -5.942)
O (0.670, -4.854, -6.299)
O (-1.858, -5.973, -5.830)
H (-0.683, -1.452, -4.305)
H (-0.834, -0.593, -2.634)
H (-2.255, -1.734, -3.233)
H (1.179, -1.990, -1.407)
H (-1.914, -5.105, -2.761)
H (0.210, -6.491, -1.733)
H (0.651, -6.806, -3.571)
H (2.174, -4.947, -1.236)
H (4.159, -6.511, -2.671)
H (2.607, -7.566, -2.965)
H (3.152, -7.238, -1.136)
H (1.096, -3.963, -6.504)
H (-1.831, -6.553, -4.993)
C (2.784, 0.895, -2.452)
C (2.949, 1.280, -0.990)
C (1.683, 1.060, -0.158)
C (0.467, 1.892, -0.581)
C (0.676, 3.408, -0.581)
C (0.997, 3.972, 0.795)
H (2.026, 1.509, -2.948)
H (3.728, 1.037, -2.987)
H (2.495, -0.157, -2.548)
H (3.278, 2.322, -0.919)
H (3.755, 0.674, -0.560)
H (1.915, 1.262, 0.894)
H (1.408, -0.002, -0.206)
H (-0.367, 1.649, 0.091)
H (0.144, 1.583, -1.581)
H (-0.242, 3.885, -0.946)
H (1.467, 3.685, -1.286)
H (0.198, 3.743, 1.507)
H (1.100, 5.061, 0.740)
H (1.936, 3.570, 1.187)
C (-2.746, 2.325, 2.839)
C (-3.395, 2.827, 4.119)
C (-3.042, 4.279, 4.449)
C (-1.556, 4.551, 4.707)
C (-0.924, 3.728, 5.833)
C (-1.547, 3.993, 7.194)
H (-1.655, 2.325, 2.912)
H (-3.064, 1.298, 2.633)
H (-3.036, 2.946, 1.985)
H (-3.126, 2.168, 4.951)
H (-4.484, 2.752, 4.008)
H (-3.627, 4.593, 5.321)
H (-3.371, 4.921, 3.621)
H (-1.435, 5.617, 4.936)
H (-0.989, 4.377, 3.786)
H (0.144, 3.976, 5.886)
H (-0.980, 2.659, 5.604)
H (-1.464, 5.051, 7.463)
H (-1.033, 3.407, 7.964)
H (-2.604, 3.712, 7.217)

5.
The following is a quantum chemistry calculation of a cluster of 3 separate species, C16H41N2O5S in total, from the OMol25 dataset.

Results
Total charge: +1
HOMO level: -10.5 eV
Gap between HOMO and LUMO: 5.7 eV

Geometry (Å):
C (2.899, -3.468, -2.463)
C (2.256, -2.204, -3.067)
C (0.785, -2.357, -3.415)
C (-0.073, -2.545, -2.163)
O (-0.841, -3.817, -2.272)
S (-2.416, -3.672, -2.377)
H (2.235, -4.329, -2.517)
H (3.115, -3.321, -1.409)
H (3.825, -3.696, -2.972)
H (2.796, -1.951, -3.974)
H (2.345, -1.362, -2.383)
H (0.616, -3.173, -4.115)
H (0.464, -1.439, -3.906)
H (0.593, -2.693, -1.323)
H (-0.723, -1.692, -1.993)
H (-2.669, -4.203, -3.601)
H (-2.628, -2.344, -2.562)
C (1.226, 1.531, -3.613)
O (0.502, 1.154, -2.453)
C (1.289, 1.111, -1.261)
C (0.929, 2.220, -0.297)
N (1.358, 3.518, -0.797)
C (0.823, 4.657, -0.052)
C (-0.690, 4.856, -0.019)
O (-1.264, 5.222, -1.260)
C (-1.546, 4.154, -2.139)
H (0.583, 1.354, -4.475)
H (1.491, 2.592, -3.598)
H (2.136, 0.934, -3.725)
H (2.359, 1.119, -1.488)
H (1.058, 0.155, -0.776)
H (1.416, 2.026, 0.657)
H (-0.158, 2.178, -0.138)
H (1.080, 3.611, -1.765)
H (1.261, 5.555, -0.491)
H (1.189, 4.598, 0.977)
H (-0.885, 5.697, 0.650)
H (-1.219, 3.995, 0.409)
H (-1.830, 3.245, -1.601)
H (-0.696, 3.944, -2.797)
H (-2.380, 4.458, -2.772)
C (0.219, -3.495, 4.304)
O (-0.586, -3.233, 3.165)
C (-1.951, -2.962, 3.463)
C (-2.291, -1.510, 3.196)
N (-1.662, -0.623, 4.164)
C (-1.726, 0.794, 3.812)
C (-1.035, 1.243, 2.529)
O (0.380, 1.175, 2.565)
C (0.932, -0.098, 2.294)
H (1.178, -3.866, 3.949)
H (0.397, -2.589, 4.892)
H (-0.235, -4.256, 4.943)
H (-2.202, -3.244, 4.488)
H (-2.550, -3.584, 2.790)
H (-3.376, -1.381, 3.256)
H (-1.977, -1.287, 2.165)
H (-0.691, -0.883, 4.272)
H (-1.277, 1.351, 4.637)
H (-2.778, 1.092, 3.768)
H (-1.268, 2.302, 2.390)
H (-1.423, 0.727, 1.640)
H (0.325, -0.664, 1.580)
H (1.062, -0.680, 3.209)
H (1.924, 0.055, 1.865)

6.
The following is a quantum chemistry calculation of a cluster of 3 separate species, C16H41N3O5 in total, from the OMol25 dataset.

Results
HOMO level: -8.3 eV
SMILES: COC[C@H](C)N.COCCNCCOC.COCCNCCOC
Gap between HOMO and LUMO: 9.0 eV

Geometry (Å):
C (5.098, -14.358, 4.052)
O (6.339, -14.510, 4.752)
C (7.196, -15.546, 4.331)
C (8.565, -15.053, 3.821)
C (9.239, -14.277, 4.968)
N (8.300, -14.172, 2.664)
H (4.339, -15.066, 4.389)
H (5.277, -14.452, 2.979)
H (4.784, -13.337, 4.255)
H (7.361, -16.102, 5.264)
H (6.808, -16.281, 3.616)
H (9.074, -15.985, 3.577)
H (9.399, -14.936, 5.822)
H (8.723, -13.367, 5.272)
H (10.229, -13.932, 4.653)
H (7.336, -13.871, 2.786)
H (8.777, -13.279, 2.735)
C (2.598, -10.705, 4.110)
O (2.966, -11.737, 4.993)
C (3.398, -11.249, 6.247)
C (3.882, -12.391, 7.174)
N (2.799, -13.106, 7.817)
C (1.761, -13.717, 7.007)
C (0.577, -14.249, 7.848)
O (-0.494, -13.329, 7.982)
C (-0.167, -12.008, 8.383)
H (1.812, -10.104, 4.583)
H (2.121, -11.099, 3.211)
H (3.469, -10.141, 3.768)
H (2.585, -10.737, 6.772)
H (4.258, -10.595, 6.052)
H (4.468, -11.878, 7.941)
H (4.613, -13.013, 6.652)
H (2.542, -12.694, 8.693)
H (2.249, -14.501, 6.416)
H (1.380, -13.038, 6.236)
H (0.915, -14.567, 8.840)
H (0.170, -15.101, 7.306)
H (0.592, -12.090, 9.169)
H (-1.028, -11.554, 8.861)
H (0.269, -11.432, 7.570)
C (6.389, -15.058, 7.746)
O (6.157, -16.177, 8.561)
C (4.795, -16.213, 8.972)
C (4.590, -17.263, 10.026)
N (5.159, -16.832, 11.284)
C (5.351, -17.754, 12.429)
C (6.224, -17.055, 13.420)
O (7.535, -16.836, 12.941)
C (8.302, -16.085, 13.855)
H (6.288, -14.098, 8.269)
H (5.707, -15.007, 6.895)
H (7.401, -15.137, 7.356)
H (4.202, -16.382, 8.066)
H (4.470, -15.241, 9.362)
H (5.105, -18.181, 9.696)
H (3.539, -17.538, 10.122)
H (6.047, -16.359, 11.166)
H (5.705, -18.698, 11.997)
H (4.358, -17.906, 12.859)
H (6.385, -17.647, 14.335)
H (5.653, -16.198, 13.801)
H (8.036, -16.395, 14.873)
H (7.968, -15.036, 13.865)
H (9.355, -16.066, 13.607)

Number 1: F_max 1.263 eV Å⁻¹. Number 2: F_max 4.250 eV Å⁻¹. Number 3: F_max 0.852 eV Å⁻¹. Number 4: F_max 7.394 eV Å⁻¹. Number 5: F_max 1.492 eV Å⁻¹. Number 6: F_max 2.419 eV Å⁻¹.